[1]
Formula: C13H25NO4S
Source: OMol25
Level of theory: ωB97M-V/def2-TZVPD

XYZ file:
```
44
Properties=species:S:1:pos:R:3:lowdin_charge:R:1
C 4.03 -0.79 1.19 -0.1121
O 4.52 0.33 0.44 -0.1965
C 3.57 0.71 -0.57 -0.2325
C 2.91 2.09 -0.23 -0.1648
C 1.79 2.01 0.88 -0.1881
C 0.42 2.59 0.32 -0.1659
C -0.17 1.52 -0.70 -0.1197
C -1.43 0.80 -0.10 -0.3114
O -2.45 1.86 -0.05 -0.2033
S -3.60 1.28 0.97 0.7282
O -4.73 2.25 0.97 -0.3267
O -3.12 1.14 2.38 -0.3193
C -4.22 -0.30 0.29 -0.1797
C -3.18 -1.14 -0.55 -0.1386
C -1.95 -0.33 -1.10 -0.2893
N -0.86 -1.15 -1.63 0.0738
C -0.39 -2.06 -0.83 -0.3414
C 0.44 -1.85 0.46 -0.0191
C -0.66 -3.56 -1.23 -0.0320
H 3.23 -0.44 1.90 0.0843
H 3.67 -1.59 0.50 0.0857
H 4.87 -1.21 1.78 0.0909
H 4.12 0.78 -1.54 0.1252
H 2.78 -0.06 -0.72 0.0930
H 3.73 2.75 0.12 0.1141
H 2.54 2.54 -1.18 0.1128
H 2.12 2.67 1.71 0.1101
H 1.66 0.97 1.26 0.0844
H -0.28 2.75 1.16 0.1107
H 0.62 3.56 -0.19 0.1132
H -0.53 2.09 -1.59 0.1291
H 0.63 0.80 -0.99 0.0930
H -1.18 0.41 0.91 0.1307
H -4.50 -0.91 1.18 0.1122
H -5.18 -0.13 -0.25 0.1105
H -2.92 -2.04 0.04 0.1072
H -3.74 -1.50 -1.45 0.1231
H -2.34 0.26 -1.97 0.1525
H -0.27 -1.61 1.29 0.1002
H 1.14 -0.98 0.39 0.0366
H 0.97 -2.77 0.78 0.0838
H -0.15 -4.25 -0.53 0.0683
H -0.17 -3.68 -2.23 0.0912
H -1.74 -3.79 -1.27 0.0754
```

Summary:
E_LUMO, eV: -0.02
SMILES string: COCCCCC[C@H]1OS(=O)(=O)CC[C@@H]1N=C(C)C
Strongest force on any atom, hartree/bohr: 0.12231
Frontier orbital gap, eV: 8.49

***

[2]
Formula: C13H25NO5
Source: OMol25
Level of theory: ωB97M-V/def2-TZVPD

XYZ file:
```
44
Properties=species:S:1:pos:R:3:lowdin_charge:R:1
C 5.51 -1.98 1.09 -0.1140
C 4.15 -2.04 0.41 -0.2641
C 3.24 -3.08 1.07 -0.1817
C 1.90 -3.21 0.35 -0.1692
O 1.14 -2.01 0.45 -0.0171
C 1.09 -1.24 -0.67 -0.5403
O 1.56 -1.56 -1.74 0.0837
N 0.44 -0.07 -0.44 -0.0287
C -0.08 0.27 0.87 -0.1001
C -1.32 -0.57 1.26 -0.1753
O -2.50 -0.23 0.56 -0.1413
C -3.16 0.90 1.07 -0.1953
C -4.36 1.22 0.17 -0.1787
O -4.03 1.90 -1.01 -0.1339
C -3.58 3.23 -0.86 -0.1843
C -2.25 3.47 -1.58 -0.1860
O -1.19 2.67 -1.11 -0.1484
C -1.04 1.42 -1.78 -0.1688
C 0.37 0.90 -1.51 -0.0913
H 6.14 -1.23 0.61 0.0679
H 5.41 -1.71 2.14 0.0709
H 6.02 -2.94 1.03 0.0703
H 3.67 -1.06 0.46 0.1088
H 4.27 -2.30 -0.65 0.1149
H 3.06 -2.80 2.11 0.1168
H 3.73 -4.06 1.06 0.1178
H 2.05 -3.45 -0.70 0.1231
H 1.29 -3.99 0.82 0.1266
H -0.33 1.33 0.85 0.1212
H 0.69 0.09 1.63 0.1299
H -1.13 -1.62 1.02 0.1243
H -1.48 -0.48 2.34 0.1271
H -2.49 1.76 1.12 0.1152
H -3.53 0.69 2.09 0.1309
H -5.10 1.80 0.75 0.1269
H -4.81 0.29 -0.16 0.1336
H -4.34 3.91 -1.29 0.1270
H -3.47 3.49 0.20 0.1215
H -2.39 3.32 -2.65 0.1247
H -1.95 4.51 -1.40 0.1277
H -1.79 0.70 -1.45 0.1198
H -1.17 1.59 -2.86 0.1263
H 1.01 1.76 -1.27 0.1380
H 0.76 0.40 -2.39 0.1236
```

Summary:
E_LUMO, eV: 0.94
Relative energy (zero: lowest compared OMol25 entry of this formula, charge and spin), eV: 0.064
SMILES string: CCCCOC(=O)N1CCOCCOCCOCC1
Strongest force on any atom, hartree/bohr: 0.01258
Frontier orbital gap, eV: 9.95

***

[3]
Formula: C13H26BN3O3
Source: OMol25
Level of theory: ωB97M-V/def2-TZVPD

XYZ file:
```
46
Properties=species:S:1:pos:R:3:lowdin_charge:R:1
C 1.67 -2.59 3.34 0.1214
C 1.78 -1.66 2.39 -0.0326
C 1.49 -0.73 1.08 -0.2467
B 0.00 -0.07 1.00 -0.3793
O -0.19 1.30 0.56 0.0793
C -1.34 -0.92 1.41 -0.1479
C -1.88 -1.78 0.15 -0.1032
C 1.66 -1.47 -0.38 -0.0706
N 3.10 -1.23 -0.83 0.0490
C 3.72 -0.81 0.48 -0.1715
N 4.86 -1.23 1.05 0.2689
N 2.70 0.16 0.99 -0.0013
C 3.07 0.98 2.19 -0.1557
O 3.61 2.24 1.67 -0.1613
C 2.54 3.14 1.27 -0.2341
C 2.28 3.21 -0.33 -0.0926
H 1.80 -3.07 4.39 0.0710
H -1.16 1.37 0.40 0.1305
H -1.06 -1.56 2.32 0.0933
H -2.17 -0.16 1.73 0.1284
H -1.11 -1.91 -0.70 0.0658
H -2.22 -2.84 0.51 0.0842
H -2.84 -1.27 -0.27 0.0839
H 1.55 -2.61 -0.32 0.1507
H 0.99 -0.90 -1.13 0.1570
H 2.96 -0.28 -1.26 0.1260
H 5.20 -0.92 1.98 0.1497
H 5.47 -1.88 0.51 0.1689
H 2.15 1.14 2.87 0.1612
H 3.86 0.46 2.87 0.1426
H 1.51 2.88 1.76 0.1187
H 2.86 4.21 1.60 0.1335
H 1.19 3.54 -0.58 0.0924
H 2.48 2.20 -0.85 0.0627
H 2.95 4.03 -0.81 0.0833
C -6.07 -0.16 -2.43 -0.1201
C -4.71 0.53 -2.63 -0.7415
C -3.76 -0.43 -3.37 -0.1269
O -4.19 0.78 -1.42 -0.3460
H -5.99 -1.08 -1.85 0.0583
H -6.78 0.50 -1.93 0.0565
H -6.51 -0.43 -3.40 0.0488
H -4.89 1.37 -3.33 0.0990
H -3.60 -1.37 -2.81 0.0495
H -2.78 0.03 -3.54 0.0486
H -4.17 -0.71 -4.35 0.0484
```

Summary:
E_LUMO, eV: -2.25
Strongest force on any atom, hartree/bohr: 0.13132
Frontier orbital gap, eV: 2.23

***

[4]
Formula: C13H26BN3O5
Source: OMol25
Level of theory: ωB97M-V/def2-TZVPD

XYZ file:
```
48
Properties=species:S:1:pos:R:3:lowdin_charge:R:1
N -1.88 -2.17 -2.43 0.1091
C -1.55 -1.16 -1.45 -0.3677
C -0.56 -0.20 -2.06 -0.4381
O 0.33 -0.63 -2.77 0.0689
O -0.69 1.11 -1.82 0.1168
C -2.80 -0.37 -0.90 -0.0754
N -2.66 -0.23 0.58 -0.0847
C -2.55 1.18 1.07 -0.1289
C -1.33 1.48 1.95 -0.2899
C -1.17 2.98 2.32 -0.1347
O -0.36 3.58 1.31 -0.1509
C 0.99 3.16 1.38 -0.1967
C 1.09 1.68 1.68 -0.1786
N -0.12 1.00 1.24 -0.0335
C -1.70 -1.30 1.03 -0.1202
C -0.92 -1.85 -0.18 -0.1728
C 0.63 -1.69 -0.03 -0.1408
C 1.54 -2.58 -0.96 -0.1871
C 3.01 -2.31 -0.70 -0.0828
B 3.49 -0.81 -0.92 -0.6189
O 2.71 0.16 -1.58 0.1245
O 4.70 -0.48 -0.33 0.1387
H -2.32 -1.75 -3.22 0.0800
H -0.98 -2.47 -2.78 0.0782
H 0.06 1.58 -2.25 0.1591
H -3.69 -0.91 -1.20 0.1116
H -2.87 0.62 -1.37 0.1141
H -3.49 1.50 1.55 0.1240
H -2.41 1.85 0.22 0.1074
H -1.37 0.89 2.88 0.1366
H -0.65 3.14 3.29 0.1267
H -2.11 3.52 2.31 0.1238
H 1.50 3.74 2.17 0.1229
H 1.43 3.40 0.41 0.1211
H 1.92 1.18 1.19 0.1068
H 1.28 1.52 2.76 0.1300
H -0.30 1.16 0.24 0.0959
H -1.02 -0.96 1.82 0.0961
H -2.22 -2.13 1.51 0.1124
H -1.07 -2.94 -0.33 0.1430
H 0.90 -1.88 1.01 0.1274
H 0.84 -0.62 -0.18 0.0761
H 1.26 -2.36 -1.97 0.0780
H 1.27 -3.64 -0.84 0.1156
H 3.26 -2.50 0.33 0.1070
H 3.68 -2.84 -1.36 0.1062
H 1.93 -0.09 -2.08 0.0330
H 4.95 0.45 -0.54 0.1106
```

Summary:
E_LUMO, eV: 0.46
Relative energy (zero: lowest compared OMol25 entry of this formula, charge and spin), eV: 0.000
SMILES string: N[C@@]1(C(=O)O)CN(C[C@@H]2COCCN2)C[C@@H]1CCCB(O)O
Strongest force on any atom, hartree/bohr: 0.04068
Frontier orbital gap, eV: 8.84